# C6H17N2

An isolated ion of composition C6H17N2 and charge +1 at a distorted geometry (ωB97M-V with the def2-TZVPD basis set, the OMol25 dataset).

Each line ends with the Löwdin charge.
Geometry (Å):
1 C 2.170662 2.865903 1.145111  -0.186
2 H 1.359302 3.164383 1.950099  0.113
3 C 0.782310 1.436713 -0.297824  -0.254
4 C -2.019695 -0.699734 -0.521804  -0.141
5 H 2.968816 0.971824 0.141998  0.133
6 H -1.295786 -3.027233 -1.227195  0.106
7 H 0.158801 -2.909308 -0.016200  0.096
8 H -2.239242 0.139854 0.309338  0.173
9 H -1.192497 0.734964 -1.812114  0.158
10 H -2.626774 -2.292873 0.830197  0.196
11 H -1.081098 -1.489160 1.163226  0.153
12 N 0.231106 0.025712 -0.248261  -0.108
13 H -1.149417 -3.973823 0.434455  0.130
14 N -1.706364 -1.915581 0.457434  -0.018
15 C -0.912698 -3.033664 -0.187779  -0.013
16 H 1.148662 1.644144 -1.330718  0.120
17 H -0.077411 2.173239 0.073523  0.156
18 H 1.597571 0.787551 1.736989  0.177
19 H 1.001871 -0.559507 -0.698020  0.124
20 H 1.976962 3.598356 0.354753  0.067
21 C -0.838199 -0.249094 -1.303834  -0.244
22 H -2.912361 -0.923972 -1.220607  0.155
23 C 2.039763 1.449613 0.670977  -0.280
24 H 3.146206 3.051195 1.650397  0.080
25 H -0.530496 -0.969502 -2.054151  0.108

Atomic forces in eV per Å
C -0.264 1.582 2.190
H 1.467 -0.941 -1.500
C -0.269 -0.602 1.086
C -2.143 0.774 1.938
H -1.747 0.874 1.288
H 0.816 -0.745 0.574
H -0.237 0.516 -0.603
H -0.009 -1.742 -2.254
H 0.733 -1.677 0.577
H 1.612 0.813 -0.249
H -0.728 -0.128 -0.004
N 1.032 -0.947 -2.975
H 0.078 1.211 -1.461
N -0.248 0.505 -0.962
C -1.356 -1.231 1.209
H -0.607 0.339 0.630
H 2.007 -1.472 -0.912
H 1.893 1.487 -3.401
H -0.719 1.020 1.479
H 0.540 -0.095 -0.085
C -0.027 2.278 0.979
H 1.201 0.052 1.582
C -2.521 -2.009 1.596
H -0.645 0.079 -0.548
H 0.141 0.058 -0.173

Calculated values
charge	+1
frontier orbital gap	10.45	eV
E_HOMO	-13.59	eV
strongest force on any atom	4.2	eV/A
multiplicity	1
SMILES	CCCNCC[NH2+]C
energy above the lowest of the compared OMol25 structures with the same formula, charge and spin	2.929	eV